[1]
12
Properties=species:S:1:pos:R:3:forces:R:3:lowdin_charge:R:1 method="wB97M-V/def2-TZVPD" orbital_gap_ev="8.4 / 6.2" energy_ev=-28396.5640 homo_ev="-8.66 / -7.11"
C -1.214377 0.873926 -1.035215 1.577 -0.900 -0.246 -0.834
C -0.198589 -0.329453 0.825126 -0.820 -1.106 -0.887 -0.261
C 1.174163 0.015287 0.358876 3.002 -0.189 0.132 -0.440
N -1.189809 0.568551 0.211406 -2.547 1.037 1.377 -0.104
O 1.218555 -2.007720 -1.176804 0.034 -1.209 -0.726 -0.599
S -1.981427 1.499777 -2.226596 -0.873 0.761 -0.895 0.681
S 1.627403 -0.595502 -1.350811 -0.949 0.528 1.675 0.881
H -0.404083 -1.425319 0.403279 0.241 1.978 1.786 0.152
H -0.240933 -0.076555 1.908732 -0.162 -1.134 -0.621 0.128
H 1.311750 1.101956 0.237918 0.182 -0.237 0.730 0.073
H 1.974442 -0.522532 1.090720 -1.767 1.524 -1.711 0.137
H -2.077095 0.897584 0.753368 2.081 -1.054 -0.614 0.186

***

[2]
12
Properties=species:S:1:pos:R:3:forces:R:3:lowdin_charge:R:1 method="wB97M-V/def2-TZVPD" orbital_gap_ev=7.8 smiles="CN(O)C(=S)C=S" energy_ev=-28396.3279 homo_ev=-8.70
C 0.062295 -0.383759 -1.441360 0.313 -3.232 1.427 -0.019
N 0.528758 -0.398797 -0.024212 -0.461 1.861 0.743 -0.244
O 1.593436 -1.128318 0.297080 2.327 -1.913 -4.660 0.008
C 0.109284 0.197653 1.054104 -4.720 2.420 1.647 -0.767
S 0.506329 -0.128626 2.707504 -0.145 0.429 -2.121 0.605
C -1.130641 1.222575 0.732199 0.413 -3.601 1.673 -0.655
S -0.896573 2.242091 -0.409691 0.087 2.534 -1.542 0.778
H 0.574514 0.247121 -2.118486 0.821 0.846 -0.191 0.068
H -1.008549 -0.194821 -1.484484 0.240 -0.222 0.113 0.069
H 0.302535 -1.465723 -1.675625 -0.567 1.191 -0.367 0.122
H 1.534425 -1.246093 1.213712 -0.074 -0.442 3.170 -0.045
H -2.175813 1.036697 1.149259 1.765 0.128 0.109 0.080

***

[3]
11
Properties=species:S:1:pos:R:3:forces:R:3:lowdin_charge:R:1 method="wB97M-V/def2-TZVPD" orbital_gap_ev="7.5 / 6.1" energy_ev=-14601.5017 homo_ev="-8.80 / -7.99"
C -2.176355 0.709859 -0.089959 0.037 -2.304 0.342 -0.159
C -2.208822 -0.681915 -0.050946 0.508 1.738 -0.057 -0.098
C -0.164499 0.023082 0.086221 -0.079 1.128 -0.132 -0.189
N -0.885956 1.122065 0.030249 2.505 -1.227 -0.115 0.016
O -0.897641 -1.107578 0.031892 0.177 0.635 0.207 -0.053
Si 3.130291 0.001055 0.045698 -2.182 0.754 -0.287 0.738
H -2.864076 1.509553 -0.174265 -1.181 -0.060 -0.035 0.087
H -2.888472 -1.499185 0.027448 -0.626 0.074 -0.230 0.100
H 3.083127 -0.138352 1.503269 0.191 0.189 -0.023 -0.153
H 2.794141 1.282503 -0.683216 0.442 -0.625 0.545 -0.125
H 3.078264 -1.221088 -0.726393 0.207 -0.302 -0.216 -0.164

***

[4]
10
Properties=species:S:1:pos:R:3:forces:R:3:lowdin_charge:R:1 method="wB97M-V/def2-TZVPD" orbital_gap_ev=8.3 smiles="S=CN1CC1" energy_ev=-15513.7159 homo_ev=-8.69
S -2.501630 0.035618 1.008242 0.370 0.483 -0.529 0.677
C -1.601616 0.746610 -0.096244 3.187 -3.515 0.169 -0.552
N -0.113763 -0.091407 -0.678611 -3.097 2.087 -0.630 -0.129
C 1.145949 0.371647 -0.161078 0.196 -0.121 0.625 -0.186
C 0.679785 -1.041553 0.076721 -1.736 0.390 1.042 -0.186
H -1.803310 1.637557 -0.662071 0.335 0.219 -0.320 0.023
H 1.047853 1.088903 0.663094 0.340 -0.536 0.049 0.099
H 1.988380 0.598918 -0.812793 -0.356 -0.111 -0.271 0.091
H 0.879656 -2.006880 -0.367266 0.799 0.445 -1.059 0.095
H 0.278695 -1.339417 1.030006 -0.037 0.661 0.924 0.068